Record 1
Entry from the Open Molecules 2025 dataset: a 5-piece molecular cluster, C40H58FNO19S overall in a non-equilibrium geometry (wB97M-V/def2-TZVPD).

Values from the calculation:
Charge: 0
Structure (SMILES): CCCOc1c(CCC)c(S(=O)(=O)F)c(Cc2ccccc2C)c2c1C(=O)N(CC(=O)O)C2=O.CCOC(=O)OC.CCOC(=O)OC.CCOC(=O)OC.CCOC(=O)OC
Energy above the lowest of the compared OMol25 structures with the same formula, charge and spin (kJ/mol): 76.5
Frontier orbital gap (eV): 8.0
HOMO level (Eh): -0.3343

```
120
C40H58FNO19S | the Open Molecules 2025 dataset | wB97M-V/def2-TZVPD
C -4.001 1.842 -0.385
C -5.005 0.664 -0.527
C -4.218 -0.659 -0.451
O -4.226 -1.231 0.889
C -2.960 -1.353 1.373
C -2.103 -2.377 0.994
C -2.645 -3.385 -0.003
C -3.733 -4.321 0.607
C -5.189 -3.998 0.164
C -0.823 -2.433 1.515
S 0.181 -3.786 0.919
O -0.475 -5.002 1.249
O 0.390 -3.633 -0.479
F 1.574 -3.740 1.614
C -0.353 -1.494 2.433
C 1.029 -1.491 3.069
C 2.001 -0.683 2.209
C 2.015 -0.761 0.833
C 2.847 -0.018 0.049
C 3.713 0.870 0.627
C 3.735 0.949 1.993
C 2.900 0.202 2.786
C 3.020 0.432 4.276
C -1.221 -0.499 2.783
C -2.507 -0.438 2.278
C -3.210 0.769 2.899
O -4.267 1.288 2.610
N -2.316 1.214 3.891
C -2.673 0.967 5.312
C -4.134 1.224 5.634
O -4.780 0.348 6.170
O -4.673 2.448 5.360
C -1.000 0.678 3.718
O -0.002 1.134 4.213
H -4.303 2.560 0.378
H -3.030 1.458 -0.053
H -3.802 2.328 -1.342
H -5.751 0.665 0.268
H -5.484 0.665 -1.508
H -3.180 -0.536 -0.774
H -4.661 -1.357 -1.169
H -3.043 -2.874 -0.882
H -1.867 -4.034 -0.389
H -3.666 -4.360 1.696
H -3.527 -5.325 0.229
H -5.140 -3.319 -0.688
H -5.719 -4.910 -0.108
H -5.750 -3.491 0.951
H 0.931 -0.937 3.999
H 1.391 -2.480 3.342
H 1.321 -1.429 0.336
H 2.761 -0.137 -1.026
H 4.370 1.495 0.035
H 4.446 1.641 2.433
H 2.643 1.425 4.544
H 2.444 -0.271 4.874
H 4.061 0.415 4.610
H -2.356 -0.036 5.613
H -2.077 1.665 5.912
H -5.293 2.313 4.629
C -10.287 2.491 -5.802
C -9.574 2.624 -4.472
O -8.319 1.928 -4.476
C -7.322 2.551 -5.101
O -7.380 3.625 -5.638
O -6.244 1.765 -5.044
C -5.114 2.276 -5.753
H -10.389 1.439 -6.075
H -11.278 2.942 -5.751
H -9.726 2.979 -6.598
H -10.171 2.163 -3.686
H -9.427 3.669 -4.199
H -4.880 3.292 -5.441
H -5.298 2.241 -6.826
H -4.271 1.631 -5.518
C -2.999 -0.752 9.556
C -2.190 0.280 8.801
O -1.255 0.947 9.658
C -0.151 0.257 9.943
O 0.124 -0.842 9.537
O 0.595 0.993 10.767
C 1.781 0.339 11.221
H -3.476 -0.299 10.427
H -3.768 -1.180 8.913
H -2.364 -1.560 9.919
H -2.857 1.051 8.418
H -1.675 -0.162 7.947
H 2.370 -0.033 10.385
H 1.525 -0.475 11.897
H 2.366 1.078 11.762
C 5.816 0.582 -6.347
C 4.768 -0.275 -5.672
O 4.029 0.469 -4.692
C 3.089 1.278 -5.176
O 2.804 1.425 -6.335
O 2.524 1.914 -4.147
C 1.548 2.884 -4.527
H 6.462 1.054 -5.604
H 6.431 -0.020 -7.017
H 5.357 1.382 -6.928
H 5.250 -1.088 -5.131
H 4.089 -0.725 -6.397
H 0.796 2.450 -5.183
H 2.031 3.732 -5.011
H 1.066 3.225 -3.615
C 11.374 -2.818 -5.365
C 10.116 -2.354 -6.068
O 9.867 -0.961 -5.835
C 10.609 -0.118 -6.552
O 11.440 -0.419 -7.367
O 10.280 1.126 -6.196
C 11.060 2.140 -6.832
H 11.331 -2.570 -4.304
H 11.496 -3.896 -5.472
H 12.257 -2.330 -5.776
H 9.254 -2.884 -5.667
H 10.157 -2.558 -7.138
H 11.050 2.024 -7.914
H 12.083 2.115 -6.457
H 10.612 3.096 -6.575
```

Record 2
Entry from the Open Molecules 2025 dataset: C40H59AlAsN7O as an isolated structure (wB97M-V/def2-TZVPD).

Values from the calculation:
Charge: +2
Energy above the lowest of the compared OMol25 structures with the same formula, charge and spin (kJ/mol): 75.4
Frontier orbital gap (eV): 8.4
HOMO level (Eh): -0.4738

```
109
C40H59AlAsN7O | the Open Molecules 2025 dataset | wB97M-V/def2-TZVPD
Al -1.053 1.661 -0.227
C -1.507 -0.081 4.034
N -0.223 0.137 3.364
C 1.035 -0.061 4.101
C -0.226 0.460 2.078
N -1.317 0.698 1.371
N 1.009 0.552 1.455
C 1.270 0.349 0.109
N 2.529 0.047 -0.182
N 0.301 0.442 -0.777
H -1.320 -0.298 5.079
H -2.031 -0.932 3.595
H -2.135 0.810 3.985
H 0.795 -0.253 5.140
H 1.648 0.843 4.065
H 1.584 -0.923 3.718
H -2.170 0.504 1.871
H 1.814 0.605 2.058
H 3.234 -0.037 0.530
H 2.780 -0.223 -1.125
H 0.574 0.115 -1.694
C -2.740 3.476 -1.471
N -2.589 1.977 -1.378
C -2.213 1.466 -2.739
C -3.914 1.422 -0.895
C -4.226 0.026 -1.378
N -3.223 -0.946 -0.961
C -3.224 -2.090 -1.881
C -3.493 -1.426 0.395
H -3.499 3.707 -2.217
H -1.794 3.929 -1.754
H -3.044 3.873 -0.504
H -3.004 1.687 -3.453
H -2.041 0.393 -2.690
H -1.306 1.979 -3.063
H -4.695 2.097 -1.247
H -3.917 1.471 0.196
H -4.300 0.022 -2.465
H -5.231 -0.222 -1.007
H -2.540 -2.855 -1.524
H -2.894 -1.779 -2.875
H -4.224 -2.537 -1.970
H -4.352 -2.111 0.421
H -3.730 -0.590 1.059
H -2.617 -1.946 0.789
C -1.886 3.394 2.867
C -0.760 4.410 2.685
C -1.246 5.603 1.851
C 0.570 3.885 2.144
C 1.681 3.902 2.979
C 2.959 3.636 2.491
C 3.134 3.492 1.126
C 2.055 3.485 0.232
C 2.403 3.567 -1.263
C 3.083 4.926 -1.508
C 1.269 3.433 -2.282
C 0.773 3.528 0.795
O -0.301 3.155 0.052
H -2.235 3.005 1.910
H -1.567 2.557 3.492
H -2.739 3.869 3.356
H -0.526 4.787 3.682
H -1.483 5.294 0.830
H -0.482 6.380 1.802
H -2.144 6.041 2.296
H 1.547 4.171 4.022
H 3.814 3.634 3.157
H 4.140 3.414 0.722
H 3.142 2.789 -1.476
H 2.380 5.737 -1.300
H 3.404 5.009 -2.548
H 3.956 5.069 -0.873
H 0.775 2.462 -2.248
H 0.517 4.212 -2.133
H 1.681 3.557 -3.286
C -0.327 -7.073 -3.404
C 0.101 -7.094 -2.084
C 0.277 -5.905 -1.384
C 0.020 -4.687 -2.008
C -0.418 -4.671 -3.332
C -0.584 -5.860 -4.031
As 0.287 -2.937 -1.189
C 2.138 -2.699 -1.780
C 3.206 -3.471 -1.328
C 4.477 -3.289 -1.858
C 4.697 -2.337 -2.848
C 3.639 -1.571 -3.318
C 2.365 -1.756 -2.785
C 0.507 -3.398 0.691
C 1.613 -3.013 1.447
C 1.660 -3.266 2.815
C 0.589 -3.885 3.449
C -0.528 -4.256 2.707
C -0.568 -4.013 1.340
H -0.461 -8.001 -3.944
H 0.306 -8.038 -1.596
H 0.627 -5.938 -0.360
H -0.623 -3.726 -3.825
H -0.916 -5.841 -5.061
H 3.048 -4.228 -0.567
H 5.299 -3.899 -1.503
H 5.687 -2.209 -3.268
H 3.799 -0.844 -4.106
H 1.534 -1.184 -3.192
H 2.469 -2.561 0.960
H 2.548 -3.010 3.382
H 0.634 -4.103 4.509
H -1.359 -4.755 3.190
H -1.438 -4.323 0.770
```